No. 1
Below is a cluster of 2 separate species, C5H12O in total, with properties calculated with wB97M-V/def2-TZVPD.

The geometry in XYZ format:
```
18
Properties=species:S:1:pos:R:3:forces:R:3:nbo_charge:R:1
O -0.226 -2.828 5.413 0.064 -0.533 -0.246 -0.9345
C -1.226 1.957 -1.166 0.265 0.255 0.757 -0.6106
C 0.612 -0.364 0.389 -0.249 -0.549 -0.207 -0.4295
C 0.630 -0.606 -2.090 -1.118 0.148 -0.121 -0.6523
C 0.275 1.684 -0.950 0.043 -1.171 -0.582 -0.4383
C 0.491 0.182 -0.820 0.780 0.474 0.596 0.0506
H 0.802 2.037 -1.827 0.367 0.173 -0.140 0.1996
H 0.183 -3.697 5.558 -0.140 0.411 0.026 0.4672
H 0.585 -1.441 0.541 0.332 0.076 -0.194 0.1882
H 0.701 0.211 1.296 -0.259 0.313 0.070 0.1944
H -1.389 2.546 -2.068 -0.281 -0.048 0.166 0.2095
H -1.785 1.029 -1.177 -0.094 -0.216 -0.457 0.2123
H 0.200 -1.599 -1.975 0.190 -0.201 -0.019 0.2180
H 0.707 2.151 -0.079 -0.134 0.412 0.275 0.2114
H -0.666 -2.928 4.557 0.076 0.126 0.217 0.4674
H 0.068 -0.111 -2.887 0.024 -0.060 -0.076 0.2074
H -1.618 2.461 -0.282 -0.100 0.367 -0.199 0.2142
H 1.656 -0.685 -2.432 0.233 0.025 0.134 0.2252
```
Forces are in eV/Å.

Computed properties:
**E_HOMO**: -9.2 eV
**Energy above the lowest of the compared OMol25 structures with the same formula, charge and spin**: 24.37 kcal/mol
**Total energy**: -272.9098 Eh
**2S+1**: 1
**SMILES**: C=C(C)CC.O
**Frontier orbital gap**: 10.007 eV

***

No. 2
Below is a cluster of 2 separate species, C3H2O3 in total, with properties calculated with wB97M-V/def2-TZVPD.

The geometry in XYZ format:
```
8
Properties=species:S:1:pos:R:3:forces:R:3:nbo_charge:R:1
O 0.804 -1.326 0.096 0.648 0.437 -0.035 -0.5443
O 0.191 1.488 -0.273 -0.433 -0.198 0.084 -0.5759
O 2.802 -0.124 0.045 -0.742 -0.368 0.020 -0.4708
C 1.783 -0.676 0.066 0.177 -0.094 0.003 1.0628
C -1.216 -0.395 0.423 -0.073 0.390 -0.151 -0.0678
C -0.803 0.832 -0.043 0.508 -0.181 0.014 0.2141
H -1.693 -1.069 -0.292 0.017 0.087 0.044 0.1939
H -1.869 1.271 -0.020 -0.102 -0.072 0.023 0.1881
```
Forces are in eV/Å.

Computed properties:
**E_HOMO**: -10.0 eV
**Energy above the lowest of the compared OMol25 structures with the same formula, charge and spin**: 71.97 kcal/mol
**Total energy**: -341.1221 Eh
**2S+1**: 1
**Frontier orbital gap**: 9.258 eV

***

No. 3
Below is a structure of composition C11H26GdN3OP2, with properties calculated with wB97M-V/def2-TZVPD.

The geometry in XYZ format:
```
44
Properties=species:S:1:pos:R:3:forces:R:3:mulliken_spin:R:1
Gd -0.653 -1.921 -1.548 -1.265 0.124 0.271 6.7566
P -1.594 0.714 -2.506 -0.267 0.022 -0.468 -0.0001
P 0.529 0.611 0.695 -1.375 -1.770 -0.595 0.0211
O -0.413 -0.468 0.181 1.229 1.759 1.505 0.0342
N 1.285 0.032 2.043 0.455 0.059 0.069 -0.0024
N 1.714 0.916 -0.407 0.277 0.256 -0.145 0.0061
N -0.369 1.937 1.038 0.189 0.501 0.484 -0.0008
C 2.570 0.532 2.525 -0.131 0.062 -0.091 0.0000
C 2.142 2.230 -0.886 0.085 0.100 0.171 -0.0005
C 0.211 3.120 1.689 0.039 -0.026 -0.248 -0.0003
C -1.642 -4.113 -0.825 0.185 -1.989 -0.215 -0.0126
C -1.836 1.905 1.002 -0.296 -0.010 -0.421 0.0004
C -1.490 -4.203 -2.255 0.440 0.304 0.187 0.0029
C -2.601 -2.036 -2.696 0.273 1.177 0.236 -0.0439
C 0.437 -0.591 3.056 -0.147 -0.069 0.019 0.0015
C -2.033 -2.988 -0.166 0.627 0.592 0.230 0.2168
C 2.596 -0.204 -0.757 0.001 -0.024 0.043 -0.0182
C -2.095 -3.235 -3.126 -0.065 -0.937 -1.122 0.0002
H 1.175 2.891 2.164 -0.257 0.031 -0.229 0.0000
H -2.041 -3.489 -4.198 -0.572 -0.285 0.288 0.0000
H 1.092 -1.125 3.751 -0.229 0.051 -0.020 -0.0001
H -0.168 0.143 3.612 0.182 -0.121 -0.008 0.0002
H -2.778 1.226 -1.906 0.294 -0.138 -0.079 -0.0025
H -2.202 2.322 0.050 -0.055 -0.064 0.396 -0.0004
H -2.112 0.699 -3.831 0.204 0.151 0.310 0.0022
H 2.498 1.522 3.005 0.084 -0.318 0.088 -0.0001
H 2.656 2.107 -1.851 -0.205 0.015 0.289 0.0001
H -0.925 1.963 -2.605 -0.185 0.274 -0.083 0.0008
H -2.224 0.885 1.108 0.230 0.227 -0.152 0.0007
H 1.287 2.899 -1.044 0.164 -0.259 0.096 -0.0002
H -3.328 -1.447 -3.259 0.237 -0.350 -0.557 -0.0015
H -1.369 -5.042 -0.302 -0.482 0.045 0.021 0.0111
H 3.550 -0.144 -0.212 -0.122 -0.123 -0.186 -0.0017
H -2.231 2.504 1.835 0.186 -0.138 -0.263 0.0001
H -0.472 3.475 2.477 0.291 -0.074 -0.293 0.0000
H 2.845 2.710 -0.182 -0.145 -0.073 -0.277 0.0001
H 2.814 -0.191 -1.835 -0.103 0.074 0.244 -0.0040
H 2.126 -1.173 -0.518 0.160 0.450 0.035 0.0193
H 0.368 3.918 0.944 -0.062 -0.059 0.413 0.0000
H -1.001 -5.083 -2.690 -0.255 0.347 0.215 0.0060
H 2.948 -0.198 3.252 0.088 0.300 -0.186 0.0000
H -2.308 -2.915 0.891 0.284 -0.218 -0.230 0.0098
H -0.241 -1.311 2.586 0.123 0.140 0.038 -0.0011
H 3.282 0.614 1.697 -0.108 -0.013 0.216 0.0001
```
Forces are in eV/Å.

Computed properties:
**E_HOMO (spin up / spin down)**: -5.3 / -5.3 eV
**Energy above the lowest of the compared OMol25 structures with the same formula, charge and spin**: 0.00 kcal/mol
**Total energy**: -2122.4245 Eh
**<S²>**: 16.106
**2S+1**: 8
**Frontier orbital gap (spin up / spin down)**: 5.453 / 5.480 eV

***

No. 4
Below is the molecule C5H8O2, with properties calculated with wB97M-V/def2-TZVPD.

The geometry in XYZ format:
```
15
Properties=species:S:1:pos:R:3:forces:R:3:nbo_charge:R:1
O 1.897 1.562 0.062 -0.021 -0.329 0.216 -0.5223
O -0.263 -1.087 -1.607 0.186 0.106 -0.232 -0.7025
C -1.651 -0.311 0.234 -0.112 -0.157 0.147 -0.4251
C 0.929 -0.610 0.495 -0.064 0.009 -0.017 -0.5439
C -1.039 0.913 -0.393 0.046 0.216 -0.025 -0.4303
C -0.293 -0.387 -0.390 -0.039 0.109 0.261 0.2246
C 1.807 0.590 0.770 0.016 0.121 -0.141 0.4476
H 0.663 -1.073 1.454 0.014 0.102 -0.134 0.2258
H 1.571 -1.343 -0.015 -0.058 0.083 0.120 0.2621
H 2.413 0.511 1.700 -0.010 0.051 -0.141 0.1050
H -0.691 1.722 0.242 -0.051 -0.166 -0.083 0.2244
H 0.263 -0.559 -2.222 -0.086 -0.142 0.029 0.4717
H -1.713 -0.353 1.320 0.011 -0.004 -0.210 0.2093
H -1.438 1.230 -1.352 0.068 -0.057 0.149 0.2242
H -2.456 -0.805 -0.298 0.101 0.060 0.061 0.2294
```
Forces are in eV/Å.

Computed properties:
**E_HOMO**: -9.8 eV
**Energy above the lowest of the compared OMol25 structures with the same formula, charge and spin**: 37.49 kcal/mol
**Total energy**: -345.7452 Eh
**2S+1**: 1
**SMILES**: O=CCC1(O)CC1
**Frontier orbital gap**: 10.679 eV

***

No. 5
Below is the molecule C3H6N2, with properties calculated with wB97M-V/def2-TZVPD.

The geometry in XYZ format:
```
11
Properties=species:S:1:pos:R:3:forces:R:3:nbo_charge:R:1
N 2.028 -0.286 -0.134 -0.708 0.093 0.128 -0.3452
N 1.286 0.686 0.057 -1.231 -0.139 -0.143 -0.1367
C -0.206 0.334 0.039 2.049 -0.131 -0.088 0.1067
C -1.066 1.338 -0.008 0.179 -0.222 0.014 -0.3767
C -0.504 -1.124 0.052 -0.014 0.044 -0.062 -0.6758
H 3.007 0.030 -0.110 -0.206 0.289 0.047 0.3222
H -0.747 2.362 -0.034 0.223 0.266 0.043 0.2141
H -0.223 -1.549 1.015 0.003 -0.093 0.014 0.2273
H -2.127 1.143 -0.034 -0.102 -0.046 -0.012 0.2037
H 0.106 -1.616 -0.705 -0.105 -0.089 0.036 0.2403
H -1.555 -1.318 -0.137 -0.088 0.028 0.022 0.2200
```
Forces are in eV/Å.

Computed properties:
**E_HOMO**: -9.1 eV
**Energy above the lowest of the compared OMol25 structures with the same formula, charge and spin**: 48.37 kcal/mol
**Total energy**: -227.3478 Eh
**2S+1**: 1
**SMILES**: [H]/N=N/C(=C)C
**Frontier orbital gap**: 9.660 eV

***

No. 6
Below is a structure of composition C7H7AuN2O2S5, with properties calculated with wB97M-V/def2-TZVPD.

The geometry in XYZ format:
```
24
Properties=species:S:1:pos:R:3:forces:R:3:nbo_charge:R:1
Au 0.411 -0.427 -0.402 -0.117 -0.083 -0.009 0.8661
S 2.419 -4.484 -2.202 0.005 0.016 -0.014 0.5111
S 1.340 -2.637 -0.183 0.064 -0.056 -0.059 -0.1042
S 1.996 -2.690 -4.437 0.014 0.005 0.020 0.5090
S 0.832 -0.536 -2.803 -0.011 -0.032 0.078 0.0554
S 3.210 -5.350 -4.920 0.007 0.009 0.005 0.0564
O -0.761 2.031 -1.604 -0.014 -0.010 0.017 -0.4769
O 0.003 -0.666 2.855 -0.036 -0.022 -0.009 -0.5509
N -0.633 1.448 -0.509 0.044 0.117 0.006 -0.0391
N -0.065 0.122 1.710 0.030 0.056 -0.036 -0.2568
C -1.483 1.501 3.116 0.013 -0.002 -0.008 -0.6807
C 1.500 -2.075 -2.887 0.014 -0.015 0.043 -0.4306
C -1.019 1.976 0.632 0.010 -0.040 0.030 0.0105
C 1.709 -2.954 -1.801 -0.002 0.063 0.001 -0.3988
C -0.822 1.158 1.819 -0.017 0.010 -0.049 0.2729
C 2.584 -4.239 -3.916 -0.037 -0.017 -0.005 -0.5900
C -1.622 3.343 0.649 -0.002 -0.008 -0.003 -0.6588
H -0.748 1.911 3.812 0.002 -0.005 0.000 0.2459
H -2.275 2.229 2.970 0.000 0.002 -0.003 0.2324
H -1.496 3.826 1.616 0.000 -0.003 0.001 0.2149
H -1.137 3.947 -0.117 0.003 0.003 -0.001 0.2502
H 0.634 -1.357 2.626 0.030 0.016 0.003 0.4831
H -1.891 0.602 3.572 -0.003 -0.002 -0.003 0.2510
H -2.688 3.320 0.406 0.002 0.000 -0.006 0.2278
```
Forces are in eV/Å.

Computed properties:
**E_HOMO (spin up / spin down)**: -7.6 / -8.3 eV
**Energy above the lowest of the compared OMol25 structures with the same formula, charge and spin**: 0.00 kcal/mol
**Total energy**: -2657.4316 Eh
**<S²>**: 2.032
**2S+1**: 3
**Frontier orbital gap (spin up / spin down)**: 7.026 / 5.589 eV

***

No. 7
Below is the molecule C6H9P, with properties calculated with wB97M-V/def2-TZVPD.

The geometry in XYZ format:
```
16
Properties=species:S:1:pos:R:3:forces:R:3:nbo_charge:R:1
P 2.284 0.580 0.360 0.586 0.898 0.495 0.7181
C -1.423 1.371 1.615 1.869 1.506 -1.221 -0.6530
C -0.743 -1.447 -1.195 1.060 0.631 0.048 -0.6679
C -0.425 -0.442 -0.142 -0.021 -0.307 -1.238 0.0546
C -0.516 0.546 0.681 -3.105 0.524 1.565 0.0479
C 2.165 0.349 -1.242 -0.540 -1.053 -2.014 -0.8713
C 0.731 -0.202 0.747 0.890 -1.478 2.210 -0.6051
H -0.889 1.694 2.529 -0.079 -0.440 -0.484 0.2258
H -1.645 2.320 1.086 -0.061 -0.371 0.277 0.2311
H 2.689 0.884 -2.030 0.292 -0.319 0.192 0.2169
H -2.357 0.951 1.900 -0.615 -0.815 -0.050 0.2269
H -0.138 -2.314 -1.034 0.314 -0.869 0.834 0.2294
H 1.455 -0.468 -1.564 0.981 1.491 -0.015 0.1968
H -0.192 -1.133 -2.121 -1.685 0.129 0.136 0.2447
H -1.771 -1.790 -1.194 -0.203 0.440 -0.765 0.2364
H 0.775 -0.897 1.603 0.318 0.034 0.029 0.1686
```
Forces are in eV/Å.

Computed properties:
**E_HOMO**: -8.4 eV
**Energy above the lowest of the compared OMol25 structures with the same formula, charge and spin**: 79.82 kcal/mol
**Total energy**: -575.2109 Eh
**2S+1**: 1
**SMILES**: C=PC1C(C)=C1C
**Frontier orbital gap**: 9.124 eV

***

No. 8
Below is a cluster of 2 separate species, C10H16O in total, with properties calculated with wB97M-V/def2-TZVPD.

The geometry in XYZ format:
```
27
Properties=species:S:1:pos:R:3:forces:R:3:nbo_charge:R:1
O 0.527 -0.254 -2.657 0.413 0.379 0.629 -0.7156
C 0.985 1.624 2.550 -3.678 1.463 -0.775 -0.4168
C 0.633 0.967 1.238 -1.743 1.240 1.040 -0.0115
C -1.398 -3.506 -1.397 0.275 1.856 -2.091 -0.6338
C 0.556 0.225 -1.324 -2.389 -1.111 -0.597 0.2971
C 1.461 -0.377 -0.438 -0.340 -0.305 -3.947 -0.2601
C -0.406 1.483 0.435 1.714 -1.399 0.512 -0.1817
C -2.251 -2.246 -1.601 -0.280 3.835 -0.122 -0.6095
C 1.479 -0.036 0.854 -0.162 0.640 0.968 -0.2063
C -0.510 1.034 -0.881 2.300 1.145 0.944 -0.2977
C 1.635 2.973 2.253 -2.135 2.185 -0.099 -0.6075
H -1.796 -1.291 -2.086 -0.230 -1.968 0.261 0.1762
H -2.516 -1.633 -0.583 0.042 -2.159 -2.200 0.2164
H -3.130 -2.476 -2.276 0.636 0.467 1.260 0.2138
H -0.004 1.850 3.136 1.872 -0.684 -0.698 0.2003
H -1.982 -4.298 -1.749 -0.268 -1.476 -1.378 0.2078
H 1.553 0.911 3.043 1.314 -0.811 1.525 0.2031
H 0.783 3.804 2.397 2.106 -1.581 -0.165 0.2018
H 2.466 3.193 2.887 0.440 0.308 0.637 0.2139
H 1.968 3.139 1.219 -0.064 -0.540 0.216 0.2160
H -0.376 -0.503 -2.929 0.589 0.374 0.459 0.4863
H -1.010 2.249 0.874 -0.456 0.375 -0.147 0.2085
H -1.550 -3.636 -0.424 0.410 -0.863 4.490 0.2109
H -0.982 1.757 -1.500 -1.094 -0.369 -1.130 0.2240
H -0.324 -3.558 -1.642 -0.713 0.301 -0.169 0.2204
H 2.088 -0.405 1.649 0.847 -0.544 -0.183 0.2118
H 2.101 -0.991 -1.048 0.594 -0.758 0.757 0.2323
```
Forces are in eV/Å.

Computed properties:
**E_HOMO**: -8.4 eV
**Energy above the lowest of the compared OMol25 structures with the same formula, charge and spin**: 79.49 kcal/mol
**Total energy**: -465.7711 Eh
**2S+1**: 1
**SMILES**: CCc1ccc(O)cc1.CC
**Frontier orbital gap**: 9.274 eV

***

Which formula does entry 7 have? C6H9P